Version w
{
  "formula": "CH3N2S",
  "method": "ωB97M-V/def2-TZVPD",
  "species": ["C", "N", "N", "S", "H", "H", "H"],
  "xyz": [[-0.299, 0.942, -0.268], [0.570, 1.844, -0.024], [-0.596, -0.795, 0.271], [-1.261, 2.335, -0.499], [1.162, 1.842, 0.791], [0.021, -1.330, -0.490], [-1.598, -1.030, 0.023]],
  "total_charge": 1,
  "gap_ev": 8.40,
  "multiplicity": 1,
  "homo_energy_ev": -15.8,
  "lumo_ev": -7.43
}

Version x
{
  "formula": "CH3N2S",
  "method": "ωB97M-V/def2-TZVPD",
  "species": ["C", "N", "N", "S", "H", "H", "H"],
  "xyz": [[0.107, -0.502, -0.019], [0.282, -1.426, 0.793], [-0.567, 0.204, -0.888], [1.553, -0.313, 1.360], [0.394, 1.002, 1.303], [-1.501, -0.087, -1.319], [-0.267, 1.121, -1.230]],
  "total_charge": 1,
  "gap_ev": 9.13,
  "multiplicity": 1,
  "homo_energy_ev": -15.4,
  "lumo_ev": -6.27
}

Decreasing stability: version x, version w

Version w
{
  "formula": "C37H45BCl4N12O3PRbSe",
  "method": "ωB97M-V/def2-TZVPD",
  "species": ["Rb", "C", "C", "O", "N", "C", "C", "C", "C", "C", "C", "N", "H", "H", "H", "H", "H", "H", "H", "H", "H", "H", "N", "C", "N", "C", "N", "N", "C", "N", "C", "C", "C", "C", "C", "N", "H", "H", "H", "H", "H", "H", "H", "H", "Cl", "C", "C", "Cl", "C", "Cl", "C", "O", "C", "O", "C", "Cl", "C", "C", "C", "P", "C", "C", "C", "C", "C", "C", "H", "H", "H", "H", "H", "H", "H", "H", "H", "H", "H", "H", "H", "H", "H", "H", "H", "H", "H", "H", "H", "B", "C", "N", "H", "H", "H", "Se", "N", "C", "C", "C", "C", "N", "C", "N", "H", "H", "H"],
  "xyz": [[0.669, 0.988, 0.959], [5.317, -1.213, 2.350], [5.476, 0.220, 1.886], [6.408, 0.923, 2.266], [4.529, 0.646, 1.028], [4.547, 1.976, 0.446], [4.047, 1.955, -0.975], [4.525, 2.850, -1.926], [3.971, 2.835, -3.194], [2.964, 1.920, -3.473], [2.560, 1.067, -2.460], [3.085, 1.081, -1.239], [6.029, -1.398, 3.150], [5.513, -1.898, 1.523], [4.302, -1.415, 2.689], [3.797, 0.009, 0.728], [5.564, 2.361, 0.498], [3.894, 2.661, 1.009], [5.288, 3.568, -1.655], [4.293, 3.549, -3.943], [2.467, 1.900, -4.434], [1.753, 0.361, -2.626], [0.501, 4.488, 2.712], [-0.673, 4.074, 3.153], [-1.238, 4.714, 4.204], [-2.428, 4.261, 4.549], [-3.052, 4.889, 5.603], [-3.109, 3.267, 3.969], [-2.440, 2.689, 2.964], [-1.248, 3.012, 2.526], [-3.152, 1.570, 2.262], [-4.515, 1.380, 2.465], [-5.154, 0.358, 1.783], [-4.413, -0.441, 0.930], [-3.054, -0.183, 0.804], [-2.433, 0.797, 1.449], [0.889, 5.297, 3.168], [0.950, 4.116, 1.818], [-2.436, 5.405, 6.208], [-3.780, 4.353, 6.042], [-5.039, 2.033, 3.146], [-6.215, 0.187, 1.919], [-4.864, -1.255, 0.376], [-2.429, -0.807, 0.172], [3.460, 6.996, -2.688], [2.384, 5.692, -2.272], [1.523, 5.162, -3.207], [1.505, 5.789, -4.834], [0.687, 4.093, -2.854], [-0.361, 3.375, -4.054], [0.692, 3.480, -1.581], [-0.014, 2.466, -1.296], [1.605, 4.061, -0.586], [1.682, 3.528, 0.596], [2.393, 5.143, -0.973], [3.502, 5.779, 0.220], [-3.502, -4.018, -1.209], [-2.069, -4.195, -1.721], [-2.056, -4.962, -3.044], [-1.198, -2.551, -1.550], [-2.170, -1.343, -2.584], [-1.384, -0.030, -2.637], [-2.689, -1.731, -3.971], [0.468, -2.764, -2.344], [0.607, -2.761, -3.865], [1.129, -4.004, -1.735], [-3.994, -4.988, -1.093], [-4.100, -3.427, -1.907], [-3.519, -3.509, -0.242], [-1.538, -4.812, -0.987], [-2.532, -4.404, -3.849], [-2.600, -5.906, -2.928], [-1.044, -5.205, -3.359], [-3.053, -1.155, -1.960], [-0.507, -0.108, -3.281], [-1.034, 0.312, -1.663], [-1.997, 0.780, -3.034], [-1.892, -2.065, -4.634], [-3.157, -0.857, -4.433], [-3.442, -2.518, -3.923], [1.019, -1.900, -1.955], [0.036, -3.565, -4.333], [1.659, -2.905, -4.129], [0.287, -1.818, -4.307], [0.737, -4.923, -2.179], [0.992, -4.062, -0.656], [2.206, -3.981, -1.913], [2.429, -4.258, 1.689], [2.379, -2.760, 1.161], [2.343, -1.663, 0.793], [1.272, -4.651, 1.782], [3.041, -4.932, 0.883], [2.969, -4.261, 2.778], [-3.332, 0.068, 5.644], [-3.869, -1.413, 4.813], [-2.887, -1.745, 4.004], [-2.886, -2.880, 3.129], [-1.791, -3.069, 2.367], [-0.679, -2.148, 2.440], [-0.622, -1.111, 3.211], [-1.715, -0.886, 4.011], [-1.761, 0.138, 4.836], [-3.747, -3.535, 3.102], [-1.705, -3.901, 1.680], [0.176, -2.330, 1.799]],
  "total_charge": -2,
  "gap_ev": 4.12,
  "multiplicity": 1,
  "homo_energy_ev": -1.3,
  "lumo_ev": 2.78
}

Version x
{
  "formula": "C37H45BCl4N12O3PRbSe",
  "method": "ωB97M-V/def2-TZVPD",
  "species": ["Rb", "C", "C", "O", "N", "C", "C", "C", "C", "C", "C", "N", "H", "H", "H", "H", "H", "H", "H", "H", "H", "H", "N", "C", "N", "C", "N", "N", "C", "N", "C", "C", "C", "C", "C", "N", "H", "H", "H", "H", "H", "H", "H", "H", "Cl", "C", "C", "Cl", "C", "Cl", "C", "O", "C", "O", "C", "Cl", "C", "C", "C", "P", "C", "C", "C", "C", "C", "C", "H", "H", "H", "H", "H", "H", "H", "H", "H", "H", "H", "H", "H", "H", "H", "H", "H", "H", "H", "H", "H", "B", "C", "N", "H", "H", "H", "Se", "N", "C", "C", "C", "C", "N", "C", "N", "H", "H", "H"],
  "xyz": [[-0.971, 0.546, 0.378], [-3.233, 3.292, -1.857], [-1.745, 3.391, -1.635], [-1.242, 3.181, -0.553], [-1.025, 3.711, -2.762], [0.394, 3.405, -2.860], [0.576, 2.023, -3.444], [1.101, 1.810, -4.714], [1.040, 0.530, -5.248], [0.468, -0.481, -4.498], [0.014, -0.180, -3.219], [0.083, 1.039, -2.700], [-3.715, 3.162, -0.892], [-3.424, 2.395, -2.454], [-3.628, 4.173, -2.368], [-1.548, 3.584, -3.617], [0.822, 3.449, -1.863], [0.882, 4.155, -3.488], [1.503, 2.639, -5.284], [1.416, 0.333, -6.245], [0.368, -1.487, -4.884], [-0.443, -0.935, -2.590], [-4.933, 0.517, -0.494], [-4.976, 0.643, 0.826], [-6.076, 0.201, 1.471], [-6.038, 0.343, 2.780], [-7.137, -0.097, 3.489], [-5.058, 0.901, 3.495], [-4.035, 1.331, 2.749], [-3.920, 1.229, 1.441], [-2.931, 2.009, 3.495], [-2.713, 1.711, 4.836], [-1.680, 2.347, 5.499], [-0.920, 3.273, 4.803], [-1.223, 3.507, 3.471], [-2.202, 2.891, 2.818], [-5.653, -0.066, -0.889], [-4.017, 0.535, -1.002], [-7.669, -0.801, 3.005], [-6.935, -0.291, 4.456], [-3.335, 0.976, 5.323], [-1.451, 2.098, 6.526], [-0.088, 3.785, 5.270], [-0.642, 4.216, 2.889], [-4.194, -4.903, -4.076], [-3.745, -3.320, -3.500], [-3.814, -2.236, -4.346], [-4.322, -2.423, -6.001], [-3.445, -0.968, -3.852], [-3.541, 0.434, -4.896], [-3.005, -0.749, -2.547], [-2.679, 0.413, -2.098], [-2.876, -1.914, -1.650], [-2.406, -1.749, -0.484], [-3.292, -3.154, -2.179], [-3.253, -4.527, -1.101], [3.314, -0.564, -2.505], [2.639, -1.853, -2.037], [3.487, -3.073, -2.396], [2.027, -1.598, -0.288], [3.560, -1.177, 0.696], [3.183, -1.211, 2.179], [4.883, -1.905, 0.456], [1.496, -3.272, 0.325], [2.529, -4.355, 0.642], [0.405, -3.791, -0.617], [3.479, -0.596, -3.585], [4.284, -0.421, -2.025], [2.697, 0.311, -2.288], [1.704, -1.934, -2.597], [4.416, -3.114, -1.826], [3.752, -3.030, -3.458], [2.949, -4.005, -2.232], [3.723, -0.124, 0.427], [3.105, -2.235, 2.547], [2.223, -0.730, 2.374], [3.943, -0.708, 2.783], [4.796, -2.980, 0.615], [5.634, -1.527, 1.158], [5.269, -1.747, -0.551], [0.998, -3.015, 1.269], [3.138, -4.617, -0.223], [2.005, -5.261, 0.961], [3.198, -4.064, 1.451], [0.805, -4.051, -1.600], [-0.400, -3.063, -0.738], [-0.048, -4.693, -0.203], [1.107, -0.802, 5.628], [0.357, -0.321, 4.315], [-0.107, 0.077, 3.333], [1.978, 0.030, 5.862], [0.305, -0.846, 6.545], [1.600, -1.894, 5.418], [4.909, 2.857, -1.417], [5.455, 2.842, 0.284], [4.389, 2.573, 1.003], [4.377, 2.437, 2.430], [3.190, 2.170, 3.008], [2.000, 2.023, 2.201], [1.948, 2.096, 0.909], [3.134, 2.400, 0.282], [3.211, 2.527, -1.024], [5.302, 2.538, 2.981], [3.084, 2.019, 4.075], [1.079, 1.779, 2.716]],
  "total_charge": -2,
  "gap_ev": 3.84,
  "multiplicity": 1,
  "homo_energy_ev": -1.2,
  "lumo_ev": 2.65
}

Decreasing stability: version w, version x

Version w
{
  "formula": "CH6N5",
  "method": "ωB97M-V/def2-TZVPD",
  "species": ["C", "N", "N", "N", "N", "N", "H", "H", "H", "H", "H", "H"],
  "xyz": [[0.860, -0.812, -0.351], [-1.537, 1.981, 0.722], [-0.708, 1.210, 0.221], [1.768, -0.090, -0.468], [-0.820, -0.037, 0.141], [0.521, -2.053, -0.225], [-1.440, 3.001, 0.714], [0.056, 1.569, -0.501], [2.241, 0.657, -0.849], [-1.664, -0.373, 0.760], [1.084, -2.870, -0.265], [-0.360, -2.183, 0.100]],
  "total_charge": 1,
  "gap_ev": 10.41,
  "multiplicity": 1,
  "homo_energy_ev": -14.6,
  "lumo_ev": -4.21
}

Version x
{
  "formula": "CH6N5",
  "method": "ωB97M-V/def2-TZVPD",
  "species": ["C", "N", "N", "N", "N", "N", "H", "H", "H", "H", "H", "H"],
  "xyz": [[-1.888, 1.540, -0.140], [-3.772, -0.345, -0.315], [-2.899, -0.907, 0.141], [-1.647, -0.702, 0.390], [-1.182, 0.509, 0.125], [1.165, -1.088, -0.089], [-2.961, 1.467, -0.353], [-1.397, 2.398, -0.607], [0.284, -1.171, 0.468], [1.216, -0.100, -0.306], [1.182, -1.590, -1.013], [1.868, -1.433, 0.543]],
  "total_charge": 1,
  "gap_ev": 8.67,
  "multiplicity": 1,
  "homo_energy_ev": -13.7,
  "lumo_ev": -5.03
}

Decreasing stability: version x, version w

Version w
{
  "formula": "C5H10O4",
  "method": "ωB97M-V/def2-TZVPD",
  "species": ["C", "C", "O", "C", "O", "H", "H", "H", "H", "H", "H", "C", "C", "O", "O", "H", "H", "H", "H"],
  "xyz": [[0.932, -1.398, -2.398], [0.203, -1.027, -1.137], [-0.994, -1.142, -1.094], [1.138, -1.271, 0.240], [1.515, -0.253, 1.109], [1.936, -0.985, -2.407], [0.360, -1.087, -3.269], [1.045, -2.482, -2.388], [0.969, -2.190, 0.807], [2.103, -1.523, -0.233], [1.160, 0.629, 0.955], [-1.131, 2.166, 1.968], [-1.455, 0.991, 1.093], [-2.379, 0.239, 1.232], [-0.869, 1.192, -0.194], [-1.297, 3.113, 1.458], [-0.074, 2.137, 2.226], [-1.721, 2.154, 2.880], [-1.442, 0.737, -0.848]],
  "gap_ev": 10.05,
  "multiplicity": 1,
  "homo_energy_ev": -9.6,
  "lumo_ev": 0.43,
  "smiles": "CC(=O)CO.CC(=O)O"
}

Version x
{
  "formula": "C5H10O4",
  "method": "ωB97M-V/def2-TZVPD",
  "species": ["C", "C", "C", "O", "C", "O", "O", "C", "O", "H", "H", "H", "H", "H", "H", "H", "H", "H", "H"],
  "xyz": [[-0.097, -1.850, 0.649], [0.660, -0.571, 0.362], [-0.058, 0.728, 0.756], [-0.856, 0.591, 1.899], [-0.907, 1.291, -0.433], [-0.116, 1.942, -1.393], [-1.613, 0.277, -1.075], [1.624, -0.524, -0.745], [2.043, -0.603, 0.587], [-1.080, -1.815, 0.183], [0.451, -2.701, 0.255], [-0.208, -1.974, 1.726], [0.705, 1.470, 1.021], [-1.560, -0.039, 1.698], [-1.656, 1.976, 0.001], [0.127, 2.820, -1.084], [-1.074, -0.016, -1.821], [1.789, -1.416, -1.341], [1.827, 0.413, -1.246]],
  "gap_ev": 10.42,
  "multiplicity": 1,
  "homo_energy_ev": -9.8,
  "lumo_ev": 0.63,
  "smiles": "C[C@]1([C@H](O)C(O)O)CO1"
}

Decreasing stability: version x, version w

Version w
{
  "formula": "H4OS2",
  "method": "ωB97M-V/def2-TZVPD",
  "species": ["S", "S", "H", "H", "O", "H", "H"],
  "xyz": [[-1.265, 0.469, -0.370], [-0.254, -1.176, 0.356], [-0.287, 1.325, -0.056], [0.153, -1.751, -0.787], [2.440, 0.938, 0.291], [3.198, 0.733, -0.265], [2.814, 1.045, 1.166]],
  "gap_ev": 9.62,
  "multiplicity": 1,
  "homo_energy_ev": -9.1,
  "lumo_ev": 0.52,
  "smiles": "SS.O"
}

Version x
{
  "formula": "H4OS2",
  "method": "ωB97M-V/def2-TZVPD",
  "species": ["S", "S", "H", "H", "O", "H", "H"],
  "xyz": [[1.995, 1.107, -0.726], [0.936, 1.535, 1.029], [1.009, 0.390, -1.272], [1.652, 2.641, 1.243], [-2.200, -1.701, 0.001], [-1.740, -1.711, -0.844], [-1.652, -2.261, 0.569]],
  "gap_ev": 8.91,
  "multiplicity": 1,
  "homo_energy_ev": -8.7,
  "lumo_ev": 0.22,
  "smiles": "SS.O"
}

Decreasing stability: version w, version x